# 1
The following is a quantum chemistry calculation of a molecular structure, C32H39MoN2O7Te, from the OMol25 dataset.

E_tot: -2215.148734 a.u.

Structure (ORCA input):
```
! RIJCOSX wB97M-V def2-TZVPD def2/J DEFGRID3
* xyz 0 4
Mo -0.1050 1.6722 2.4288
O -0.3329 3.6416 2.4566
C -1.4730 4.1738 3.0881
C -1.5650 3.4562 4.4005
N -1.4380 2.0192 4.2061
C -2.7200 1.3906 3.8450
C -3.0054 1.3999 2.2961
O -4.1971 1.3489 2.0121
O -1.9300 1.4045 1.5934
C -0.7766 1.3738 5.4132
C 0.7515 1.6101 5.3177
O 1.4844 1.7710 6.2521
O 1.1759 1.4976 4.0447
H 0.9344 4.0558 1.3758
H -2.4100 3.9583 2.4739
H -1.3492 5.2572 3.2719
H -2.5572 3.6808 4.8816
H -0.7621 3.7953 4.9546
H -3.5698 1.9799 4.2608
H -2.8201 0.2979 4.0148
H -0.9843 0.2798 5.2825
H -1.2107 1.6999 6.3688
C -1.1988 -1.2319 2.3831
O -0.0992 -0.3365 2.3538
H -1.7997 -1.3076 3.3573
H -0.8454 -2.2265 2.1676
H -1.8931 -0.9400 1.6305
C -5.4660 -2.8951 -0.5158
C -4.1950 -2.2672 -0.9945
C -4.0803 -0.9461 -1.3781
C -2.7931 -0.3611 -1.5733
C -2.7216 1.0845 -1.8648
C -1.6644 -1.1135 -1.3191
Te 0.1507 0.0103 -1.2638
N 0.9256 1.7097 0.6555
C 1.5107 2.6602 0.1474
O 1.5336 3.9348 0.5586
C 2.2531 2.5301 -1.1573
C 1.9251 3.3002 -2.2357
C 2.5389 2.9490 -3.4481
C 3.5190 1.9686 -3.5632
C 3.8738 1.2550 -2.4572
C 3.1877 1.4577 -1.2388
C 1.6699 -1.4003 -1.7907
C 2.6468 -1.8387 -0.9211
C 2.5960 -1.7357 0.5756
C 3.8756 -2.3447 -1.5047
C 3.9473 -2.6421 -2.8704
C 5.1186 -3.4270 -3.4493
C 2.8844 -2.2591 -3.6910
C 1.7710 -1.5626 -3.1862
C 0.8015 -1.1307 -4.2317
C -1.7232 -2.5068 -0.9475
C -0.6154 -3.3276 -0.5081
C -3.0191 -3.0299 -0.8113
H -5.2658 -3.9059 -0.2856
H -6.2245 -2.8621 -1.3485
H -5.9288 -2.3784 0.3673
H -4.8755 -0.3252 -1.6810
H -2.3789 1.6199 -0.9925
H -3.6565 1.4974 -2.2928
H -1.9542 1.2567 -2.6373
H 1.1040 3.9915 -2.0975
H 2.1493 3.4077 -4.3271
H 4.0363 1.7756 -4.5444
H 4.4843 0.4342 -2.5546
H 3.3649 0.8851 -0.2602
H 2.8029 -2.7283 0.9295
H 1.6963 -1.3644 1.0434
H 3.4133 -1.1466 0.9101
H 4.6329 -2.6479 -0.8711
H 5.8211 -2.8112 -4.1100
H 4.7244 -4.2500 -4.0829
H 5.7747 -3.9719 -2.7755
H 2.8905 -2.5157 -4.7585
H 1.1041 -1.6543 -5.1415
H 0.7649 0.0096 -4.2158
H -0.2181 -1.4721 -3.9881
H 0.0024 -2.6780 0.1055
H 0.0393 -3.7998 -1.2340
H -0.9046 -4.1012 0.2003
H -3.1530 -4.0586 -0.5043
*
```

Let us look at the Löwdin charges, expressed in e, one per atom: number 1, Mo, carries 1.809; number 2, O, carries -0.395; number 3, C, carries -0.250; number 4, C, carries -0.174; number 5, N, carries -0.256; number 6, C, carries -0.086; number 7, C, carries -0.620; number 8, O, carries 0.057; number 9, O, carries -0.199; number 10, C, carries -0.044; number 11, C, carries -0.578; number 12, O, carries 0.098; number 13, O, carries -0.211; number 14, H, carries 0.096; number 15, H, carries 0.138; number 16, H, carries 0.132; number 17, H, carries 0.150; number 18, H, carries 0.107; number 19, H, carries 0.135; number 20, H, carries 0.120; number 21, H, carries 0.135; number 22, H, carries 0.135; number 23, C, carries -0.196; number 24, O, carries -0.463; number 25, H, carries 0.090; number 26, H, carries 0.062; number 27, H, carries 0.049; number 28, C, carries -0.049; number 29, C, carries -0.252; number 30, C, carries 0.020; number 31, C, carries -0.328; number 32, C, carries -0.104; number 33, C, carries -0.356; number 34, Te, carries 1.834; number 35, N, carries -0.153; number 36, C, carries -0.567; number 37, O, carries 0.068; number 38, C, carries -0.230; number 39, C, carries -0.028; number 40, C, carries -0.072; number 41, C, carries -0.089; number 42, C, carries -0.080; number 43, C, carries -0.033; number 44, C, carries -0.382; number 45, C, carries -0.287; number 46, C, carries -0.048; number 47, C, carries 0.017; number 48, C, carries -0.255; number 49, C, carries -0.056; number 50, C, carries -0.020; number 51, C, carries -0.331; number 52, C, carries -0.079; number 53, C, carries -0.286; number 54, C, carries -0.073; number 55, C, carries 0.000; number 56, H, carries 0.048; number 57, H, carries 0.100; number 58, H, carries 0.105; number 59, H, carries 0.106; number 60, H, carries 0.059; number 61, H, carries 0.101; number 62, H, carries 0.051; number 63, H, carries 0.125; number 64, H, carries 0.092; number 65, H, carries 0.128; number 66, H, carries 0.073; number 67, H, carries 0.135; number 68, H, carries 0.088; number 69, H, carries 0.042; number 70, H, carries 0.075; number 71, H, carries 0.094; number 72, H, carries 0.102; number 73, H, carries 0.082; number 74, H, carries 0.066; number 75, H, carries 0.120; number 76, H, carries 0.078; number 77, H, carries 0.091; number 78, H, carries 0.075; number 79, H, carries 0.043; number 80, H, carries 0.095; number 81, H, carries 0.093; number 82, H, carries 0.112

***

# 2
The following is a quantum chemistry calculation of a molecular structure, C9H16BF4N2O2SiTa, from the OMol25 dataset.

ΔE to the lowest compared entry with this formula, charge and spin: 0.1336 eV

Structure (ORCA input):
```
! RIJCOSX wB97M-V def2-TZVPD def2/J DEFGRID3
* xyz 2 1
Ta 0.1368 -0.8217 1.5249
C -1.2338 3.1731 3.2609
C -0.9920 1.8127 2.7323
N 0.1215 1.3303 2.2759
O 1.2504 2.0791 2.1985
C -2.1386 0.8015 2.6618
C -3.5217 1.0202 3.1313
N -1.6287 -0.2278 2.1366
O -1.7636 -1.4798 1.7109
H -0.3300 3.7439 3.4621
H -1.8001 3.1072 4.1917
H -1.8459 3.7373 2.5505
H 1.0807 2.9836 2.5091
H -3.9340 1.9300 2.6907
H -3.5257 1.1476 4.2172
H -4.1502 0.1717 2.8716
F 0.7399 -2.3497 2.3834
B 3.3545 -1.1920 2.0165
F 2.2637 -0.3555 2.2627
F 4.3512 -1.1255 2.8203
F 3.2151 -1.9512 0.9713
C -1.0551 -1.4502 -4.1940
Si 0.6749 -1.1586 -3.5660
C 1.8040 -2.6421 -3.6598
C 1.4497 0.4457 -4.1227
C 0.4406 -0.9039 -1.6615
C 0.3036 -0.7458 -0.4442
H -1.0125 -1.6141 -5.2736
H -1.7079 -0.5947 -4.0187
H -1.5099 -2.3356 -3.7490
H 2.0002 -2.8693 -4.7104
H 1.3563 -3.5302 -3.2131
H 2.7664 -2.4577 -3.1816
H 1.6292 0.3909 -5.1992
H 2.4115 0.6280 -3.6425
H 0.7997 1.3025 -3.9438
*
```

Let us look at the natural (NBO) charges, expressed in e, one per atom: number 1, Ta, carries 2.406; number 2, C, carries -0.710; number 3, C, carries 0.316; number 4, N, carries -0.218; number 5, O, carries -0.473; number 6, C, carries 0.321; number 7, C, carries -0.697; number 8, N, carries -0.222; number 9, O, carries -0.390; number 10, H, carries 0.250; number 11, H, carries 0.289; number 12, H, carries 0.295; number 13, H, carries 0.495; number 14, H, carries 0.278; number 15, H, carries 0.283; number 16, H, carries 0.284; number 17, F, carries -0.516; number 18, B, carries 1.513; number 19, F, carries -0.510; number 20, F, carries -0.428; number 21, F, carries -0.456; number 22, C, carries -1.107; number 23, Si, carries 1.548; number 24, C, carries -1.106; number 25, C, carries -1.104; number 26, C, carries 0.079; number 27, C, carries -0.784; number 28, H, carries 0.274; number 29, H, carries 0.257; number 30, H, carries 0.260; number 31, H, carries 0.273; number 32, H, carries 0.260; number 33, H, carries 0.256; number 34, H, carries 0.273; number 35, H, carries 0.256; number 36, H, carries 0.256

***

# 3
The following is a quantum chemistry calculation of C15H18N2O2S in the gas phase, from the OMol25 dataset.

ΔE to the lowest compared entry with this formula, charge and spin: 2.7100 eV
SMILES string: C=CCOc1c(CNc2nccs2)cccc1OCC

Structure (ORCA input):
```
! RIJCOSX wB97M-V def2-TZVPD def2/J DEFGRID3
* xyz 0 1
C -1.9595 -4.0563 0.0299
C -2.9553 -3.2628 -0.3119
C -2.9625 -1.7675 -0.2057
H -3.7826 -1.4640 0.4595
H -3.1626 -1.3401 -1.1978
O -1.7230 -1.2995 0.2897
C -1.3358 -0.0102 0.0521
C 0.0413 0.2110 -0.0470
C 0.5311 1.4911 -0.2655
C -0.3348 2.5555 -0.3943
C -1.6993 2.3537 -0.2825
C -2.2161 1.0869 -0.0454
O -3.5515 0.8380 0.1216
C -4.4727 1.9051 0.0251
C -5.8627 1.3270 0.2436
H -6.0776 0.5766 -0.5126
H -6.6047 2.1178 0.1818
H -5.9210 0.8598 1.2229
H -4.2546 2.6638 0.7892
H -4.4090 2.3735 -0.9670
H -2.3612 3.2000 -0.3689
H 0.0438 3.5495 -0.5745
H 1.5961 1.6470 -0.3395
C 1.0013 -0.9493 0.1004
N 2.1000 -0.6643 0.9924
C 3.2856 -0.1669 0.5873
N 4.1450 0.3854 1.3748
C 5.2908 0.7062 0.7200
C 5.3262 0.4079 -0.5973
S 3.8381 -0.3353 -1.0884
H 6.1071 0.5671 -1.3112
H 6.0839 1.1742 1.2747
H 1.8483 -0.4055 1.9359
H 0.4594 -1.8129 0.4895
H 1.4200 -1.2118 -0.8761
H -3.8807 -3.6646 -0.7036
H -2.0285 -5.1256 -0.0706
H -1.0391 -3.6645 0.4248
*
```

Let us look at the natural (NBO) charges, expressed in e, one per atom: number 1, C, carries -0.395; number 2, C, carries -0.196; number 3, C, carries -0.094; number 4, H, carries 0.199; number 5, H, carries 0.188; number 6, O, carries -0.530; number 7, C, carries 0.323; number 8, C, carries -0.089; number 9, C, carries -0.215; number 10, C, carries -0.206; number 11, C, carries -0.290; number 12, C, carries 0.238; number 13, O, carries -0.517; number 14, C, carries -0.060; number 15, C, carries -0.618; number 16, H, carries 0.212; number 17, H, carries 0.216; number 18, H, carries 0.214; number 19, H, carries 0.174; number 20, H, carries 0.173; number 21, H, carries 0.220; number 22, H, carries 0.215; number 23, H, carries 0.220; number 24, C, carries -0.228; number 25, N, carries -0.599; number 26, C, carries 0.275; number 27, N, carries -0.518; number 28, C, carries -0.029; number 29, C, carries -0.476; number 30, S, carries 0.298; number 31, H, carries 0.237; number 32, H, carries 0.209; number 33, H, carries 0.405; number 34, H, carries 0.228; number 35, H, carries 0.215; number 36, H, carries 0.200; number 37, H, carries 0.200; number 38, H, carries 0.198